[1]
Formula: C42H43N2O4S2Ti
Source: OMol25
Level of theory: ωB97M-V with the def2-TZVPD basis set

The calculation puts the energy above the lowest of the compared OMol25 structures with the same formula, charge and spin at 4.3 kJ/mol. The value obtained for the total energy is -100212.879 eV. Its expectation value of S² is 0.753. The calculation puts the HOMO-LUMO gap (alpha / beta) at 0.2797 / 0.2828 hartree.

```
! RIJCOSX wB97M-V def2-TZVPD def2/J DEFGRID3
* xyz 0 2
Ti 0.5301 -0.2875 -0.0584
C -3.4516 -1.4665 -1.2081
C -2.1865 -1.4599 -2.0389
C -1.6829 -0.2771 -2.5981
C -2.4334 1.0319 -2.5000
C -0.4820 -0.3152 -3.3261
C 0.0011 0.9013 -4.0757
C 0.2358 -1.5147 -3.4488
C 1.5292 -1.4893 -4.2277
C -0.2716 -2.6917 -2.8879
C 0.5096 -3.9860 -2.9216
C -1.5110 -2.6678 -2.2378
C -2.1061 -3.9441 -1.6963
H -3.6771 -0.4908 -0.7763
H -3.3785 -2.1795 -0.3871
H -4.3278 -1.7448 -1.8003
H -2.6415 1.4248 -3.4965
H -1.8485 1.7883 -1.9703
H -3.3895 0.9356 -1.9937
H 1.0814 1.0169 -4.0107
H -0.4389 1.8209 -3.7059
H -0.2558 0.8041 -5.1362
H 2.2846 -0.8817 -3.7204
H 1.3732 -1.0436 -5.2114
H 1.9450 -2.4786 -4.3877
H 0.1729 -4.6437 -3.7280
H 0.3985 -4.5298 -1.9837
H 1.5744 -3.8174 -3.0561
H -1.8391 -4.0844 -0.6434
H -1.7556 -4.8156 -2.2422
H -3.1929 -3.9356 -1.7652
C 4.3776 -2.0835 -1.3560
C 3.0139 -1.8984 -0.7469
N 2.4283 -0.7327 -0.8022
N 3.2138 0.2997 -1.3081
C 2.6456 1.4523 -1.4134
S 1.0124 1.8982 -1.1013
S 3.7816 2.6684 -2.0234
C 3.0581 4.2395 -1.5010
C 2.7809 4.4414 -0.0242
C 2.0548 5.5699 0.3476
C 1.7652 5.8199 1.6803
C 2.1723 4.9269 2.6617
C 2.8927 3.7993 2.2988
C 3.2098 3.5679 0.9674
C 2.3951 -3.0371 -0.0625
C 3.2139 -4.1353 0.2627
C 2.7497 -5.2338 0.9491
C 1.4117 -5.2730 1.3387
C 0.5798 -4.2211 1.0321
C 1.0396 -3.0946 0.3343
O 0.1617 -2.1491 0.0531
H 4.5632 -1.3195 -2.1010
H 4.4635 -3.0713 -1.8028
H 5.1475 -1.9850 -0.5873
H 2.1599 4.4450 -2.0813
H 3.8207 4.9537 -1.8271
H 1.7069 6.2559 -0.4175
H 1.2057 6.7062 1.9549
H 1.9121 5.0951 3.6983
H 3.1890 3.0823 3.0526
H 3.7721 2.6828 0.7018
H 4.2574 -4.1120 -0.0125
H 3.4211 -6.0466 1.1886
H 1.0233 -6.1241 1.8832
H -0.4624 -4.2277 1.3272
O -1.3467 0.4402 0.7321
C -1.3004 0.8821 2.1233
C 0.1913 0.8643 2.5624
O 0.4811 1.3628 3.6226
O 1.0076 0.2487 1.7515
C -1.8862 2.2799 2.1209
C -3.2647 2.4527 2.1939
C -3.8244 3.7123 2.0413
C -3.0067 4.8083 1.8085
C -1.6320 4.6384 1.7297
C -1.0707 3.3801 1.8818
C -2.0170 -0.1205 3.0098
C -2.1973 -1.4386 2.6028
C -2.8184 -2.3530 3.4449
C -3.2444 -1.9630 4.7031
C -3.0370 -0.6548 5.1229
C -2.4262 0.2610 4.2845
H -2.1777 -0.0182 0.5555
H -3.9063 1.5988 2.3802
H -4.8980 3.8356 2.1055
H -3.4403 5.7932 1.6907
H -0.9863 5.4876 1.5442
H 0.0038 3.2667 1.8162
H -1.8221 -1.7823 1.6463
H -2.9567 -3.3753 3.1157
H -3.7259 -2.6755 5.3601
H -3.3513 -0.3463 6.1116
H -2.2512 1.2765 4.6148
*
```

***

[2]
Formula: C42H43N7O4Re
Source: OMol25
Level of theory: ωB97M-V with the def2-TZVPD basis set

The calculation puts the energy above the lowest of the compared OMol25 structures with the same formula, charge and spin at 120.8 kJ/mol. The value obtained for the total energy is -64990.303 eV. Its expectation value of S² is 0.766. The calculation puts the HOMO-LUMO gap (alpha / beta) at 0.2307 / 0.2471 hartree.

```
! RIJCOSX wB97M-V def2-TZVPD def2/J DEFGRID3
* xyz 2 2
Re -0.1552 1.0782 -0.5467
C 0.0407 3.5688 3.0908
C 0.3024 3.1095 1.7918
N -0.5170 2.2934 1.1569
C -1.6890 1.9307 1.7691
C -2.0097 2.3142 3.0772
C -1.0937 3.1598 3.7403
C -3.2270 1.8330 3.6216
C -4.0411 1.0280 2.8748
C -3.7296 0.6852 1.5377
C -2.5719 1.1534 0.9794
N -2.0828 1.0460 -0.3477
C -2.8935 1.4705 -1.4326
C -4.2545 1.4195 -1.5662
C -4.8615 1.9371 -2.7345
C -4.1306 2.5127 -3.7345
C -2.7210 2.6092 -3.6146
C -1.8652 3.2251 -4.5547
C -0.5185 3.2781 -4.3121
C 0.0004 2.7075 -3.1410
N -0.7776 2.1075 -2.2579
C -2.1262 2.0735 -2.4653
H 0.7489 4.2362 3.5598
H 1.1923 3.4152 1.2590
H -1.3014 3.4931 4.7491
H -3.5040 2.1133 4.6290
H -4.9621 0.6545 3.3007
H -4.4045 0.0443 0.9892
H -4.8857 0.9812 -0.8096
H -5.9368 1.8722 -2.8249
H -4.6164 2.9125 -4.6143
H -2.2811 3.6596 -5.4547
H 0.1617 3.7519 -5.0043
H 1.0623 2.7104 -2.9320
O 1.3162 0.4363 1.0334
C 2.6504 -0.0013 0.6214
C 2.5629 -0.0238 -0.9154
O 3.2725 -0.6108 -1.6671
O 1.5470 0.7782 -1.3804
C 3.6705 1.0750 0.9672
C 4.9260 1.0215 0.3650
C 5.8874 1.9655 0.6864
C 5.6114 2.9602 1.6151
C 4.3731 2.9952 2.2365
C 3.4056 2.0529 1.9152
C 2.9698 -1.3156 1.3313
C 3.7848 -1.2930 2.4625
C 4.0150 -2.4529 3.1877
C 3.4360 -3.6490 2.7951
C 2.6176 -3.6805 1.6766
C 2.3859 -2.5217 0.9528
H 0.8043 -0.3466 1.4054
H 5.1550 0.2449 -0.3529
H 6.8589 1.9193 0.2142
H 6.3667 3.6923 1.8653
H 4.1662 3.7456 2.9885
H 2.4732 2.0330 2.4584
H 4.2517 -0.3714 2.7793
H 4.6560 -2.4195 4.0579
H 3.6315 -4.5558 3.3513
H 2.1725 -4.6124 1.3540
H 1.7480 -2.5772 0.0889
C -0.7438 -2.3145 4.0892
C -1.9202 -2.5673 3.1488
C -1.3139 -2.2027 1.8064
O -0.4053 -1.1148 2.0767
C -0.1514 -1.0440 3.5079
H -0.0249 -3.1327 4.0287
H -1.0364 -2.1913 5.1296
H -2.7573 -1.9078 3.3878
H -2.2746 -3.5956 3.1702
H -2.0385 -1.8567 1.0656
H -0.7440 -3.0417 1.3939
H -0.6493 -0.1485 3.8918
H 0.9252 -0.9490 3.6581
C 0.0515 -2.0309 -1.5645
N -0.0523 -3.2039 -2.4021
C -1.4631 -3.4447 -2.7062
N -2.0623 -2.2979 -3.3899
C -1.9383 -1.1318 -2.5450
N -0.5162 -0.8031 -2.1835
C 0.2112 -0.6265 -3.4998
N 0.0890 -1.7842 -4.3575
C 0.6567 -2.9410 -3.6602
C -1.3203 -2.0504 -4.6271
H 1.1046 -1.8370 -1.3992
H -0.4611 -2.1991 -0.6177
H -2.0075 -3.6341 -1.7780
H -1.5462 -4.3256 -3.3423
H -2.4854 -1.3025 -1.6147
H -2.3720 -0.2892 -3.0741
H 1.2626 -0.4545 -3.2913
H -0.2082 0.2421 -4.0067
H 1.7114 -2.7551 -3.4502
H 0.5754 -3.8187 -4.3010
H -1.4027 -2.9249 -5.2724
H -1.7599 -1.1943 -5.1436
*
```

***

[3]
Formula: C42H44B2N3O16
Source: OMol25
Level of theory: ωB97M-V with the def2-TZVPD basis set

The calculation puts the energy above the lowest of the compared OMol25 structures with the same formula, charge and spin at 203.5 kJ/mol. The value obtained for the total energy is -82843.950 eV. The calculation puts the HOMO-LUMO gap at 0.1561 hartree.

```
! RIJCOSX wB97M-V def2-TZVPD def2/J DEFGRID3
* xyz -1 1
C 1.0654 2.0252 1.2664
C 0.3681 3.5287 1.1022
O 1.2867 4.4519 0.4065
C -1.0695 3.4479 0.2656
O -2.0876 2.6413 1.0082
B -3.0422 2.0552 0.0359
C -2.4219 0.6915 -0.7168
B -2.1407 -0.5526 0.3285
O -1.0222 -0.6522 1.2885
O -3.0850 -1.7205 0.2729
C -4.4822 1.5926 0.6823
C -5.5299 2.8127 0.9960
N -5.1236 4.1658 0.4563
N -6.9078 2.3428 0.5770
N -5.5844 2.9648 2.5300
H 1.0260 1.4896 0.2101
H 0.4058 1.4527 2.0731
H 2.1478 2.0755 1.7118
H 0.2258 3.9538 2.2031
H 1.8307 3.9345 -0.2584
H -1.4409 4.5631 0.1689
H -0.8355 2.9942 -0.7909
H -3.2118 2.8579 -0.8088
H -1.4075 0.9067 -1.2784
H -3.1875 0.3478 -1.5461
H -1.3652 -0.2374 2.1424
H -3.9684 -1.3130 0.0243
H -4.3199 1.0067 1.6986
H -4.9634 0.8277 -0.0978
H -5.7751 4.9327 0.8037
H -5.0795 4.1849 -0.5944
H -6.9750 1.3502 0.9297
H -6.9919 2.2418 -0.4717
H -4.5862 3.0933 2.8123
H -5.9315 2.0337 2.8524
C 3.6905 4.0776 -3.2057
C 3.7252 4.4626 -4.4851
C 3.0458 3.6827 -5.5384
O 3.0787 4.0333 -6.7100
C 2.3256 2.4626 -5.1231
C 2.2909 2.0776 -3.8437
C 2.9703 2.8575 -2.7904
O 2.9374 2.5069 -1.6188
H 4.1840 4.6377 -2.4209
H 4.2485 5.3555 -4.8056
H 1.8321 1.9025 -5.9080
H 1.7676 1.1847 -3.5232
C 0.0286 -3.4278 -0.8345
C 1.0393 -4.0772 -1.4203
C 0.7931 -5.1769 -2.3738
O 1.7176 -5.7731 -2.9089
C -0.6125 -5.5299 -2.6560
C -1.6232 -4.8805 -2.0703
C -1.3770 -3.7808 -1.1167
O -2.3015 -3.1846 -0.5816
H 0.1917 -2.6194 -0.1323
H 2.0757 -3.8296 -1.2243
H -0.7756 -6.3383 -3.3583
H -2.6596 -5.1281 -2.2662
C 3.7924 9.6580 -0.1461
C 4.4664 8.8835 -1.0017
C 4.0321 7.5025 -1.2905
O 4.6495 6.7923 -2.0720
C 2.8237 7.0114 -0.5987
C 2.1497 7.7859 0.2570
C 2.5841 9.1669 0.5457
O 1.9666 9.8772 1.3272
H 4.0978 10.6729 0.0775
H 5.3541 9.2294 -1.5176
H 2.5183 5.9965 -0.8223
H 1.2620 7.4400 0.7729
C 1.8286 -7.8072 -5.5208
C 2.8393 -8.4566 -6.1066
C 2.5931 -9.5563 -7.0601
O 3.5176 -10.1525 -7.5952
C 1.1875 -9.9093 -7.3423
C 0.1768 -9.2599 -6.7565
C 0.4230 -8.1602 -5.8030
O -0.5015 -7.5640 -5.2679
H 1.9917 -6.9988 -4.8185
H 3.8757 -8.2090 -5.9106
H 1.0244 -10.7177 -8.0445
H -0.8596 -9.5075 -6.9525
C -2.5471 -0.6250 7.4570
C -2.1158 -0.0236 6.3441
C -1.9280 -0.7780 5.0892
O -1.5313 -0.2287 4.0706
C -2.2367 -2.2216 5.1113
C -2.6681 -2.8230 6.2241
C -2.8559 -2.0686 7.4791
O -3.2526 -2.6179 8.4976
H -2.6895 -0.0866 8.3860
H -1.8857 1.0346 6.3115
H -2.0944 -2.7600 4.1823
H -2.8981 -3.8812 6.2567
C 2.8194 -4.1091 5.2986
C 3.9477 -3.5145 4.8989
C 3.9194 -2.2472 4.1425
O 4.9516 -1.7033 3.7746
C 2.5967 -1.6617 3.8465
C 1.4684 -2.2563 4.2461
C 1.4967 -3.5236 5.0026
O 0.4645 -4.0675 5.3705
H 2.8224 -5.0392 5.8536
H 4.9256 -3.9310 5.1089
H 2.5937 -0.7316 3.2915
H 0.4905 -1.8399 4.0362
*
```